Formula: C22H27N3O4S
Source: OMol25
Level of theory: ωB97M-V/def2-TZVPD

CARTESIAN COORDINATES (ANGSTROEM)
C 2.75881 2.28071 7.05488
C 1.87665 1.87670 5.91351
C 2.24209 2.16533 4.60520
C 1.44501 1.80543 3.53859
C 0.24644 1.13747 3.76747
C -0.12941 0.84082 5.06865
C 0.67457 1.20524 6.14178
C 0.24218 0.87349 7.53705
H -0.71209 0.35336 7.53593
H 0.98160 0.24013 8.02597
H 0.14149 1.78089 8.13151
H -1.05313 0.32078 5.27095
O -0.48344 0.81791 2.64647
C -1.72847 0.18499 2.80856
C -2.42245 -0.01145 1.45737
O -3.49327 -0.57051 1.38931
N -1.71519 0.49694 0.42047
C -2.04274 0.53418 -0.93416
C -3.24764 0.04541 -1.43616
C -3.52328 0.13118 -2.79085
C -2.60809 0.69179 -3.66579
C -1.41246 1.15507 -3.15666
C -1.11648 1.09554 -1.81402
H -0.17627 1.49345 -1.46421
S -0.18695 1.86737 -4.23405
O -0.65396 1.94491 -5.58213
O 0.35553 3.05650 -3.64127
N 1.09365 0.75659 -4.11769
C 0.88598 -0.54710 -4.48861
N -0.31980 -0.90904 -4.60214
C -0.67231 -2.26832 -4.91014
C -0.26262 -3.26450 -3.81954
C 1.21019 -3.66523 -3.87822
C 2.17682 -2.51544 -3.60123
H 1.96345 -2.08535 -2.61981
H 3.19308 -2.91681 -3.57658
C 2.11547 -1.40945 -4.66049
H 3.01075 -0.78834 -4.59801
H 2.08280 -1.86283 -5.65512
H 1.38775 -4.45280 -3.14132
H 1.42728 -4.08440 -4.86442
H -0.49053 -2.82253 -2.84698
H -0.87067 -4.16496 -3.93029
H -1.76176 -2.27172 -5.00855
H -0.24165 -2.58114 -5.87096
H 2.02188 1.14446 -4.13635
H -2.78269 0.76431 -4.72552
H -4.46386 -0.24572 -3.16207
H -3.95995 -0.39444 -0.75744
H -0.83149 0.92497 0.67345
H -2.40273 0.78343 3.43697
H -1.61855 -0.80489 3.27282
H 1.73328 2.03456 2.52492
H 3.17030 2.68470 4.41636
H 3.64709 2.79042 6.69130
H 2.22920 2.94955 7.73268
H 3.07058 1.40839 7.62862

The SMILES is Cc1ccc(OCC(=O)Nc2cccc(S(=O)(=O)NC3=NCCCCC3)c2)cc1C. The value obtained for the maximum force is 0.0202 hartree/bohr. Its gap between HOMO and LUMO is 9.04 eV. The energy is -1717.95617 Ha. Its energy relative to the best compared isomer or geometry (same formula, charge and spin) is 163.53 kJ/mol.